Entry 1:
A cluster of 9 separate species, C22H60N18O13P in total, computed with ωB97M-V with the def2-TZVPD basis set.

XYZ file:
```
114
C22H60N18O13P ωB97M-V with the def2-TZVPD basis set
C 1.50729 4.18538 -1.67421
C 1.33336 2.67375 -1.54921
O 2.08451 2.25234 -0.41558
C 2.41323 0.87862 -0.39180
C 2.13165 0.39835 1.00739
O 0.77215 -0.08815 1.00102
N 0.46418 -0.74286 2.15490
C 1.14731 -1.73028 2.80635
C 0.44412 -2.01383 3.93504
N -0.63803 -1.15665 3.92013
C -0.64693 -0.40452 2.81941
C -1.64265 0.59049 2.38358
C -3.06382 0.02889 2.53344
C -3.39379 -1.07539 1.52062
P -3.83852 -0.44122 -0.13478
O -5.20871 -0.83994 -0.47255
O -2.82932 -1.12121 -1.16530
C -1.54262 -0.50412 -1.37555
C -0.73208 -1.42005 -2.25495
O -3.57747 1.12091 -0.03250
C -4.29357 1.96372 -0.96132
C -3.38784 2.58249 -2.02062
H 0.75217 4.69971 -1.10088
H 2.50994 4.40674 -1.32259
H 1.46565 4.45735 -2.72598
H 0.27995 2.43297 -1.38256
H 1.66880 2.19440 -2.46992
H 3.43633 0.65916 -0.69420
H 1.74230 0.33370 -1.06109
H 2.23858 1.23819 1.69052
H 2.85069 -0.37085 1.28456
H 2.07870 -2.15321 2.48062
H 0.66174 -2.72930 4.69954
H -1.36783 -1.08586 4.62200
H -1.55811 1.53101 2.93098
H -1.49576 0.83968 1.33704
H -3.16387 -0.41110 3.52987
H -3.79308 0.82946 2.51413
H -4.28159 -1.57841 1.88997
H -2.61175 -1.83130 1.44896
H -0.99504 -0.33941 -0.44876
H -1.67139 0.43220 -1.91232
H -1.25475 -1.61316 -3.18834
H 0.22112 -0.96065 -2.52606
H -0.51529 -2.36244 -1.75562
H -5.13092 1.46413 -1.43913
H -4.72189 2.76900 -0.37220
H -2.39874 2.76788 -1.60989
H -3.36560 1.98413 -2.92681
H -3.81283 3.54897 -2.28004
C -0.30590 4.35823 2.19435
O -1.02021 3.87180 3.06717
N -0.43083 5.64826 1.77992
N 0.66549 3.64001 1.55857
H 0.14158 6.05806 1.06213
H -1.13684 6.20630 2.22167
H 0.77993 2.68566 1.83300
H 1.25642 4.01030 0.83489
C -3.61837 -3.30303 -4.12216
O -2.50833 -2.98611 -3.71939
N -4.73137 -3.17251 -3.34953
N -3.82217 -3.79931 -5.38245
H -5.65251 -3.42322 -3.65460
H -4.60903 -2.79543 -2.42402
H -3.01573 -3.90324 -5.97015
H -4.72162 -4.06058 -5.74065
C 2.09355 7.71832 -0.31304
O 1.41220 6.73822 -0.04878
N 1.72965 8.98258 0.04997
N 3.27258 7.62443 -0.99522
H 2.27283 9.79839 -0.15828
H 0.86740 9.08660 0.55015
H 3.56836 6.70972 -1.27808
H 3.84587 8.41369 -1.22367
C 4.31277 -3.80042 3.60201
O 4.11713 -2.58803 3.64823
N 4.97703 -4.38279 2.57506
N 3.87592 -4.64589 4.58640
H 5.16293 -5.36654 2.50828
H 5.30847 -3.78458 1.83802
H 3.39457 -4.23802 5.36462
H 4.02873 -5.63633 4.57243
C -4.01382 0.23464 -7.29622
O -3.68787 1.10804 -8.07600
N -3.15973 -0.76190 -6.90462
N -5.26519 0.17352 -6.73950
H -3.41046 -1.49088 -6.26267
H -2.23478 -0.74681 -7.29021
H -5.91822 0.88683 -7.00334
H -5.55118 -0.53659 -6.09342
C -3.47736 -0.38256 6.89740
O -3.15344 -1.34095 6.19969
N -3.07319 0.89585 6.63785
N -4.27233 -0.53227 7.98801
H -3.33370 1.68312 7.20109
H -2.48840 1.05065 5.83948
H -4.58686 -1.45999 8.20425
H -4.55583 0.22759 8.57659
C 3.49414 -3.14971 -0.99888
O 4.45531 -2.61403 -0.45779
N 2.35709 -3.46437 -0.31358
N 3.49185 -3.47212 -2.31861
H 1.55955 -3.90562 -0.73140
H 2.34347 -3.25349 0.66493
H 4.31878 -3.25900 -2.84512
H 2.71984 -3.91350 -2.78123
C 7.30996 -4.99468 -0.70283
O 6.65377 -5.60159 0.13265
N 7.02485 -3.70684 -1.04457
N 8.37188 -5.56563 -1.34832
H 7.54957 -3.18186 -1.71760
H 6.22789 -3.27852 -0.58364
H 8.59909 -6.51263 -1.11068
H 8.92487 -5.08900 -2.03387
```

largest force on an atom = 1.75 eV/Å
HOMO-LUMO gap = 9.7 eV
E_LUMO = -1.51 eV
net charge = +1
HOMO energy = -0.4136 Eh



Entry 2:
A cluster of 11 separate species, C22H61F9N21O11S in total, computed with ωB97M-V with the def2-TZVPD basis set.

XYZ file:
```
125
C22H61F9N21O11S ωB97M-V with the def2-TZVPD basis set
O -4.26342 2.49110 -0.77822
C -3.20389 2.58488 -1.72920
C -2.07278 1.73721 -1.16126
C -1.63903 2.13458 0.25515
C -0.89623 0.97833 0.95077
C 0.62165 1.04056 1.00327
C 1.21812 -0.15984 1.78498
C 2.35240 -0.74460 0.90036
C 2.63235 0.40431 -0.05842
C 3.70776 0.23583 -1.13982
C 3.47507 0.59896 -2.60669
C 2.31115 0.15655 -3.47368
F 2.69371 0.39814 -4.76269
F 1.22452 0.94863 -3.23858
C 1.92092 -1.37211 -3.41937
F 2.81813 -2.00397 -4.16698
F 2.03359 -1.81913 -2.16885
S 0.18181 -1.85911 -4.08972
F -0.46706 -0.86321 -3.00893
F 0.29600 -0.67837 -5.15317
F 0.79011 -2.87977 -5.13388
F 0.01401 -3.03842 -3.03756
F -1.27568 -2.16197 -4.63028
N 1.24553 0.86169 -0.39544
H -5.08650 2.81819 -1.16047
H -2.89702 3.63372 -1.86002
H -3.50018 2.18796 -2.71115
H -2.41510 0.69169 -1.13091
H -1.22279 1.77845 -1.86656
H -0.99789 3.03098 0.22678
H -2.52840 2.37662 0.84260
H -1.18964 0.02553 0.47478
H -1.21569 0.89384 1.99723
H 1.00166 2.00303 1.36586
H 1.56575 0.10912 2.78482
H 0.42271 -0.91518 1.88412
H 1.96636 -1.64445 0.39850
H 3.24523 -0.97897 1.48530
H 2.96647 1.19755 0.62615
H 4.10137 -0.78664 -1.05398
H 4.53911 0.88892 -0.84471
H 3.43360 1.69503 -2.71496
H 4.37623 0.29020 -3.15480
H 1.17783 1.72479 -0.93482
H 0.66097 0.16903 -0.87446
C 4.56954 2.51809 2.98892
O 3.67702 2.21135 2.20063
N 5.85598 2.71889 2.59753
N 4.32243 2.69061 4.31459
H 6.59563 2.96253 3.23223
H 6.07596 2.59465 1.62696
H 3.37626 2.57964 4.64692
H 5.03322 2.94626 4.97637
C 4.35366 -1.41995 4.46534
O 4.45984 -1.30352 3.25003
N 4.14424 -0.35343 5.28212
N 4.43645 -2.63608 5.08027
H 4.06111 -0.43773 6.27841
H 4.06273 0.56853 4.89152
H 4.60207 -3.43644 4.49903
H 4.37672 -2.75863 6.07332
C 5.92116 6.77873 3.98362
O 7.09324 6.55491 3.73782
N 4.93523 5.89827 3.62234
N 5.50456 7.90248 4.63671
H 3.96056 6.03160 3.81266
H 5.23388 5.07309 3.13666
H 6.21059 8.55993 4.91153
H 4.54451 8.09989 4.84382
C -3.47929 -0.47153 -7.94718
O -4.66460 -0.41475 -7.66797
N -2.98690 -0.08584 -9.15928
N -2.55832 -0.92543 -7.04160
H -2.01570 -0.12621 -9.40193
H -3.64637 0.25633 -9.83353
H -2.91674 -1.22504 -6.15465
H -1.57514 -0.98271 -7.22543
C 1.43943 1.27305 7.23933
O 2.33344 1.74196 6.54385
N 1.12289 -0.05337 7.20663
N 0.69657 2.04117 8.07944
H 0.39017 -0.45910 7.75794
H 1.61643 -0.62935 6.54952
H 0.91181 3.01987 8.12267
H -0.04132 1.67841 8.65309
C -5.15873 -0.57696 1.59166
O -5.97783 0.24882 1.99374
N -4.44014 -0.35641 0.44819
N -4.90155 -1.73303 2.24009
H -3.77345 -1.02094 0.10157
H -4.59184 0.51380 -0.03609
H -5.42474 -1.92348 3.08846
H -4.21677 -2.39074 1.91542
C 7.13703 -1.65524 -4.12741
O 8.12534 -1.90160 -3.46753
N 7.19305 -1.05596 -5.35506
N 5.87043 -1.95772 -3.68230
H 6.38623 -0.85879 -5.91547
H 8.10327 -0.82651 -5.70927
H 5.80487 -2.41995 -2.79445
H 5.03908 -1.77828 -4.21061
C -7.41502 -3.19912 -6.91551
O -8.04913 -2.34849 -6.31915
N -6.36334 -2.90562 -7.73520
N -7.71315 -4.53600 -6.80257
H -5.84325 -3.60997 -8.22175
H -6.10167 -1.93833 -7.85058
H -8.48509 -4.78257 -6.21273
H -7.21699 -5.25703 -7.28933
C -2.43514 -3.25742 0.46747
O -2.58247 -2.13921 0.94225
N -1.63515 -3.46089 -0.62318
N -3.06139 -4.35689 0.96667
H -1.48788 -4.34582 -1.07071
H -1.17811 -2.64982 -0.99120
H -3.66438 -4.22424 1.75842
H -2.95964 -5.27576 0.57933
C -7.70544 -1.41183 4.92779
O -6.67533 -2.06925 4.81594
N -8.63190 -1.72388 5.88277
N -8.00310 -0.34994 4.13843
H -9.48607 -1.21505 6.00591
H -8.43682 -2.50736 6.47651
H -7.34931 -0.07700 3.41036
H -8.85027 0.17368 4.24775
```

largest force on an atom = 1.06 eV/Å
HOMO-LUMO gap = 8.1 eV
E_LUMO = -2.52 eV
net charge = +1
HOMO energy = -0.3903 Eh



Entry 3:
A structure of composition C22H62Cu5N4O15P2, computed with ωB97M-V with the def2-TZVPD basis set.

XYZ file:
```
110
C22H62Cu5N4O15P2 ωB97M-V with the def2-TZVPD basis set
Cu 2.98614 1.25821 -1.81699
Cu 1.52117 1.02633 1.54283
Cu 2.32981 -1.43724 -3.54632
Cu 0.10899 3.12923 -2.06250
Cu 0.07733 0.89845 -3.64117
P -0.43224 4.07670 -4.70304
O -0.93169 2.71973 -4.08879
O 0.63952 4.57618 -3.70354
O -1.57966 4.96745 -4.96781
O 0.39386 3.61934 -5.93209
P 0.33667 0.60256 -0.85906
O 1.13992 -0.23689 -1.89366
O -0.05546 -0.10996 0.46109
O -0.84774 1.20083 -1.60090
O 1.32231 1.77138 -0.50186
C -2.28691 -2.10069 -2.38929
C -1.04631 -2.92407 -2.01152
O 0.07066 -2.61754 -2.81944
H -2.57802 -2.40105 -3.39432
H -2.03383 -1.04059 -2.34912
H -3.08019 -2.28234 -1.66363
H -1.28591 -3.96419 -2.24284
H -0.89138 -2.77202 -0.93680
H 0.51860 -1.83133 -2.42952
C 4.27323 3.40459 1.14574
C 4.63060 2.23365 2.04519
O 3.76913 1.10182 1.72336
H 3.18385 3.44039 1.07640
H 4.73997 3.27034 0.17205
H 4.57658 4.38057 1.53092
H 4.63246 2.38043 3.12151
H 5.65232 1.93211 1.77755
H 4.21099 0.63686 0.99261
C -3.68516 -1.69898 3.03844
C -2.77210 -1.34615 1.91300
O -1.47255 -1.13269 2.44904
H -3.85355 -0.79800 3.64462
H -3.35656 -2.53177 3.64340
H -4.71109 -1.78787 2.65316
H -3.05531 -0.40652 1.41466
H -2.78603 -2.11149 1.12350
H -0.91384 -0.77817 1.68782
C -4.11119 3.45355 -1.05487
C -4.40884 1.99767 -1.36113
C -5.84702 1.75592 -1.73623
O -6.76292 2.20726 -0.77779
C -7.18258 1.21087 0.14741
N -3.54257 1.64323 -2.54143
H -4.73651 3.79569 -0.21341
H -4.34323 4.08789 -1.91035
H -3.08545 3.65656 -0.74587
H -4.06833 1.31204 -0.56040
H -5.96309 0.69526 -2.00907
H -6.01822 2.30669 -2.66671
H -6.35704 0.51066 0.32224
H -8.03700 0.62949 -0.23758
H -7.52069 1.71085 1.05329
H -2.58078 1.60600 -2.14537
H -3.66920 0.62576 -2.66834
C -2.43643 3.34322 3.51398
C -1.76113 2.96592 2.20116
C -1.09902 4.15416 1.53952
O -0.48936 5.05811 2.46117
C 0.60658 5.68325 1.88698
N -0.83468 1.85459 2.40767
H -3.32978 3.94169 3.32004
H -1.76158 3.89484 4.16485
H -2.77170 2.45089 4.04997
H -2.56547 2.70609 1.49338
H -1.79443 4.74904 0.93525
H -0.32359 3.78356 0.84659
H 1.44868 5.01333 1.69430
H 0.84692 6.61061 2.40345
H 0.31998 6.07767 0.88820
H -1.37613 1.04084 2.72341
H -0.65814 1.45702 1.48035
C 6.09457 -1.71494 -0.70961
C 4.67360 -1.81151 -1.20058
C 4.24157 -3.24007 -1.46310
O 3.19314 -3.26601 -2.46943
C 2.91311 -4.55283 -2.97833
N 3.77241 -1.00448 -0.40038
H 6.30131 -2.33521 0.16933
H 6.41622 -0.70288 -0.45951
H 6.79024 -2.02768 -1.49593
H 4.70173 -1.35844 -2.20879
H 3.95903 -3.81996 -0.57812
H 5.09784 -3.73948 -1.95141
H 2.46040 -5.19501 -2.22261
H 3.81514 -4.96691 -3.43179
H 2.15778 -4.37017 -3.74049
H 2.90743 -0.75528 -0.88600
H 3.40479 -1.52599 0.40503
C 3.13970 -3.80856 2.44323
C 1.88904 -3.36549 1.70278
C 0.60559 -4.04544 2.20694
O 0.52401 -5.42339 2.00007
C 0.62322 -5.79903 0.65715
N 1.75408 -1.90414 1.82000
H 3.12983 -4.88249 2.64061
H 3.18517 -3.27440 3.39689
H 4.06256 -3.57499 1.90537
H 1.91362 -3.52335 0.62137
H -0.17013 -3.61811 1.55012
H 0.35969 -3.68738 3.20508
H -0.30537 -5.68606 0.08849
H 0.93759 -6.85007 0.67334
H 1.44218 -5.33958 0.08718
H 1.78312 -1.65141 2.80251
H 0.98120 -1.48713 1.31328
```

largest force on an atom = 2.78 eV/Å
HOMO-LUMO gap = 3.0 eV
E_LUMO = -0.20 eV
net charge = -1
HOMO energy = -0.1160 Eh



Entry 4:
A cluster of 7 separate species, C22H62N4O7 in total, computed with ωB97M-V with the def2-TZVPD basis set.

XYZ file:
```
95
C22H62N4O7 ωB97M-V with the def2-TZVPD basis set
C 13.91620 11.62079 5.78561
O 14.28304 10.25900 5.95115
C 14.32108 9.49534 4.76514
C 15.46368 9.89888 3.84459
C 15.67184 8.93141 2.71341
N 16.72245 10.04454 4.67371
H 12.83896 11.72914 5.64540
H 14.44297 12.09547 4.95251
H 14.28026 12.15422 6.66169
H 14.47101 8.45592 5.06267
H 13.35662 9.57729 4.24087
H 15.29521 10.91968 3.50210
H 14.87539 9.03783 1.97004
H 15.75192 7.89178 3.02482
H 16.57066 9.22222 2.16267
H 17.23157 9.16721 4.71795
H 16.33586 10.20806 5.60386
C 23.49110 7.45512 2.30089
O 23.38119 6.09588 1.93988
C 24.48099 5.31035 2.35391
C 24.11274 4.44791 3.55266
C 25.30771 3.74285 4.14528
N 23.05000 3.47365 3.26036
H 22.67594 7.98788 1.79616
H 24.41446 7.86739 1.88149
H 23.34693 7.62858 3.36936
H 24.78408 4.63889 1.54001
H 25.32940 5.96426 2.58988
H 23.65293 5.11846 4.28492
H 25.93637 4.47124 4.66340
H 25.96350 3.30393 3.38218
H 25.02158 2.94084 4.81984
H 23.28071 2.88525 2.46836
H 22.17042 3.93651 3.08041
C 25.53500 10.98553 4.12709
O 25.15286 9.81509 4.83430
C 26.22688 8.90443 5.01258
C 25.95961 7.95748 6.14888
C 27.10226 6.96281 6.23458
N 24.68983 7.26291 5.92752
H 25.93994 11.71205 4.83872
H 24.64353 11.38006 3.64690
H 26.30375 10.76031 3.38560
H 26.37760 8.32668 4.08909
H 27.15093 9.45479 5.22851
H 25.96121 8.49265 7.11082
H 26.98715 6.16006 5.50962
H 27.25940 6.57967 7.24218
H 28.06125 7.44647 5.99527
H 24.32548 6.86039 6.78114
H 23.98881 7.91889 5.60052
C 18.74984 9.64760 10.68284
O 18.04198 10.78730 10.25436
C 16.96492 10.44097 9.41665
C 16.38651 11.69894 8.81908
C 17.35608 12.40627 7.89222
N 15.92417 12.69399 9.84418
H 19.67257 9.92637 11.18174
H 18.92882 8.95597 9.85408
H 18.13095 9.11522 11.42504
H 17.33421 9.84993 8.56108
H 16.23550 9.85578 9.98924
H 15.44354 11.45953 8.32163
H 17.48448 11.85043 6.95786
H 18.31988 12.53018 8.38490
H 16.96377 13.38939 7.63889
H 15.15889 12.24648 10.35252
H 16.62883 12.72977 10.58355
C 16.26014 14.05554 3.66750
C 17.70163 13.79388 3.24831
O 17.98199 12.41504 3.06190
H 15.95588 15.05825 3.35683
H 16.15196 14.05082 4.75569
H 15.59534 13.32398 3.21363
H 18.43897 14.23223 3.93185
H 17.89491 14.29857 2.29843
H 17.71214 11.92153 3.85006
C 21.77465 11.54039 9.32457
C 23.03804 11.72954 8.49215
O 23.29764 13.11428 8.26681
H 20.89487 11.57244 8.67731
H 21.69870 12.41981 9.96898
H 21.75975 10.62832 9.91198
H 22.97793 11.20549 7.53636
H 23.87039 11.26834 9.04051
H 24.24147 13.24883 8.37143
C 20.23228 10.31050 5.32851
C 21.59340 10.05002 4.73388
O 22.47464 9.50701 5.71246
H 19.84981 9.35959 5.71006
H 19.54127 10.60115 4.53284
H 20.21062 11.08587 6.09158
H 21.99344 10.96454 4.28098
H 21.46962 9.35030 3.89636
H 23.34932 9.90271 5.59752
```

largest force on an atom = 1.83 eV/Å
HOMO-LUMO gap = 9.4 eV
E_LUMO = 0.62 eV
SMILES = COC[C@H](C)N.COC[C@H](C)N.COC[C@H](C)N.COC[C@H](C)N.CCO.CCO.CCO
net charge = 0
energy relative to the best compared isomer or geometry (same formula, charge and spin) = 0.425 eV
HOMO energy = -0.3219 Eh



What is the formula in the second record? C22H61F9N21O11S